Record 1
{
  "formula": "C40H50IrN4O8P2SSe",
  "method": "ωB97M-V/def2-TZVPD",
  "fmax_ev_per_a": 2.2,
  "lumo_energy_ev": [0.0, -1.8],
  "homo_lumo_gap_ha": [0.261, 0.256],
  "homo_energy_ev": [-7.10, -8.72],
  "total_energy_ha": -5961.58378,
  "s2": 8.773,
  "multiplicity": 6,
  "species": ["Ir", "O", "N", "C", "C", "C", "C", "C", "C", "C", "P", "C", "C", "C", "C", "C", "C", "C", "C", "C", "C", "C", "C", "H", "H", "H", "H", "H", "H", "H", "H", "H", "H", "H", "H", "H", "H", "H", "H", "O", "Se", "O", "O", "O", "O", "C", "N", "S", "O", "O", "C", "C", "C", "C", "C", "C", "H", "H", "H", "H", "C", "C", "C", "C", "P", "N", "C", "C", "C", "C", "C", "C", "C", "C", "H", "H", "H", "H", "H", "H", "H", "H", "H", "H", "H", "H", "H", "H", "H", "H", "H", "H", "H", "H", "H", "H", "H", "H", "H", "H", "H", "C", "C", "N", "H", "H", "H"],
  "coordinates": [[-0.059961, -1.244977, 0.669006], [2.535671, -1.950509, 2.166467], [1.478082, -1.127043, 2.462468], [1.827366, -0.243374, 3.304545], [1.047881, 0.826525, 3.898865], [1.655664, 1.403600, 5.026352], [1.085964, 2.452247, 5.711750], [-0.128841, 2.961552, 5.277824], [-0.745430, 2.399064, 4.176946], [-0.189319, 1.328533, 3.468372], [-1.187706, 0.718189, 2.025632], [-2.804293, 0.808881, 2.893753], [-3.741736, 1.807485, 2.646226], [-4.894447, 1.883317, 3.413512], [-5.135582, 0.954914, 4.414520], [-4.202844, -0.040023, 4.664362], [-3.039678, -0.107316, 3.914873], [-1.169512, 2.223414, 0.970613], [-0.248753, 3.252413, 1.168942], [-0.232888, 4.358729, 0.330420], [-1.121380, 4.448801, -0.728073], [-2.016318, 3.413514, -0.959580], [-2.039884, 2.310250, -0.121695], [2.112756, -2.771595, 1.863743], [2.853796, -0.322067, 3.663345], [2.600361, 0.994184, 5.363055], [1.585042, 2.874254, 6.573619], [-0.592130, 3.794118, 5.790190], [-1.684131, 2.817044, 3.843075], [-3.575039, 2.537965, 1.866897], [-5.603808, 2.681542, 3.233961], [-6.041079, 1.013809, 5.004316], [-4.375013, -0.767365, 5.446767], [-2.319340, -0.887277, 4.114634], [0.447842, 3.206461, 1.995295], [0.484328, 5.152163, 0.501196], [-1.114313, 5.317508, -1.374260], [-2.697740, 3.464060, -1.799623], [-2.733669, 1.503769, -0.299474], [-1.036015, -4.691274, 1.572339], [-0.963952, -3.555850, 3.021678], [-2.034100, -4.089897, 4.041450], [-1.319234, -2.119858, 2.350129], [0.543011, -3.663758, 3.508785], [-0.762996, -2.691160, -2.705689], [-1.734882, -2.386647, -2.028137], [-1.717925, -2.125574, -0.698869], [-3.246161, -1.917712, -0.115246], [-3.706158, -3.030224, 0.654903], [-3.379470, -0.599602, 0.447445], [-4.064946, -1.937396, -1.703951], [-5.377482, -1.731212, -2.072851], [-5.696095, -1.838236, -3.421515], [-4.724556, -2.169014, -4.360307], [-3.409364, -2.386144, -3.972917], [-3.098225, -2.255393, -2.631086], [-6.132483, -1.486141, -1.337680], [-6.713912, -1.662580, -3.743430], [-4.997068, -2.252196, -5.404150], [-2.635748, -2.641591, -4.684241], [0.026145, 0.582316, -3.182618], [1.331724, 1.287568, -2.795417], [0.946108, 2.553961, -2.030924], [2.145160, 1.667140, -4.032862], [2.267995, 0.155574, -1.581854], [1.183388, -0.410373, -0.563164], [3.524010, 1.160571, -0.540768], [4.390836, 2.120015, -1.356423], [4.427040, 0.159205, 0.185577], [2.734699, 1.920395, 0.536418], [3.135841, -1.265201, -2.516269], [4.441407, -0.811280, -3.173969], [2.193498, -1.792131, -3.596640], [3.376223, -2.407290, -1.531041], [-0.652495, 1.313535, -3.628372], [-0.459287, 0.166154, -2.298703], [0.172434, -0.219808, -3.901389], [0.225297, 3.120978, -2.622704], [1.799048, 3.207146, -1.855064], [0.483006, 2.292840, -1.080770], [1.586681, 2.412414, -4.604470], [2.315844, 0.817739, -4.690980], [3.107232, 2.099457, -3.758005], [4.938645, 1.605164, -2.145239], [5.123546, 2.578253, -0.687312], [3.811569, 2.927544, -1.800787], [5.105107, -0.353210, -0.493644], [3.836787, -0.574409, 0.731681], [5.044827, 0.700968, 0.906179], [2.297002, 2.842647, 0.163278], [3.409514, 2.179398, 1.355959], [1.938402, 1.290669, 0.934346], [4.293026, 0.062668, -3.808077], [4.804903, -1.623676, -3.807536], [5.223120, -0.591398, -2.448956], [2.076894, -1.093341, -4.422675], [1.222645, -2.051277, -3.185475], [2.628899, -2.705670, -4.009442], [4.111052, -2.172825, -0.765608], [3.739009, -3.274864, -2.088216], [2.449262, -2.688629, -1.039637], [-0.252263, -5.258731, -0.609675], [-0.172816, -4.364868, 0.604730], [0.669749, -3.418287, 0.653900], [-0.760757, -4.709637, -1.402153], [-0.804872, -6.160842, -0.361376], [0.752759, -5.491876, -0.953350]],
  "atomic_forces_ev_per_a": [[1.08, 1.51, -1.09], [0.37, -0.15, 0.06], [0.02, 0.26, 0.10], [0.51, -0.39, -0.06], [-0.48, 0.47, 0.13], [0.13, -0.17, -0.14], [-0.06, 0.07, 0.07], [0.06, -0.01, -0.03], [0.06, 0.02, 0.00], [0.06, -0.04, -0.02], [0.14, 0.43, -0.07], [-0.09, -0.09, -0.16], [0.06, -0.10, -0.01], [-0.08, 0.04, 0.00], [0.02, 0.06, 0.03], [0.04, -0.02, 0.01], [-0.02, -0.06, -0.07], [0.14, 0.08, -0.03], [-0.21, 0.03, 0.12], [-0.03, 0.12, -0.02], [-0.12, 0.08, 0.12], [-0.10, 0.05, 0.09], [0.12, -0.07, 0.05], [-0.11, -0.06, -0.06], [-0.04, -0.03, 0.05], [0.02, 0.03, -0.01], [0.00, -0.02, 0.02], [-0.02, 0.00, 0.00], [-0.05, -0.02, 0.03], [-0.01, 0.01, 0.00], [-0.02, -0.03, -0.05], [-0.01, 0.00, 0.00], [0.00, -0.02, -0.01], [0.00, -0.02, 0.03], [0.01, 0.02, -0.04], [0.00, 0.00, 0.04], [0.03, -0.01, -0.02], [-0.03, -0.01, 0.02], [-0.13, -0.14, -0.07], [0.27, 0.36, -0.03], [0.23, -0.37, 0.54], [-0.95, -0.39, 0.25], [-0.23, 0.28, -0.42], [0.88, -0.07, -0.08], [0.16, 0.00, 0.05], [0.27, -0.08, -0.29], [-0.76, 0.12, 0.59], [-0.56, 0.37, -0.75], [0.13, -0.25, 0.18], [0.02, 0.20, 0.16], [0.51, -0.22, 0.04], [-0.19, 0.08, 0.24], [0.01, 0.00, 0.10], [0.08, -0.01, -0.08], [-0.04, 0.02, 0.01], [-0.05, 0.04, -0.16], [-0.01, 0.00, 0.00], [-0.01, -0.02, 0.01], [-0.02, 0.00, -0.01], [0.02, 0.00, 0.00], [-0.04, -0.09, -0.01], [0.25, -0.23, 0.16], [0.18, -0.19, -0.08], [0.01, -0.07, 0.06], [0.30, 0.39, -0.33], [-1.22, -0.96, 1.05], [-0.24, -0.22, -0.25], [-0.04, 0.00, -0.02], [0.01, -0.02, -0.01], [0.04, -0.01, -0.08], [-0.15, 0.46, 0.23], [0.00, 0.02, 0.08], [-0.03, -0.03, -0.03], [0.10, -0.09, 0.08], [0.04, 0.06, -0.02], [-0.06, 0.02, -0.06], [-0.02, -0.01, 0.05], [0.04, -0.11, -0.03], [0.00, 0.01, 0.06], [-0.02, 0.09, -0.08], [-0.01, 0.04, 0.02], [0.05, 0.05, -0.02], [0.00, 0.06, -0.12], [0.03, 0.07, 0.01], [0.02, -0.01, 0.02], [0.02, -0.01, -0.02], [-0.01, -0.02, 0.06], [0.02, -0.08, 0.07], [-0.03, 0.06, 0.00], [-0.01, -0.03, 0.00], [0.06, 0.00, -0.01], [0.02, 0.08, 0.07], [0.07, -0.04, -0.03], [-0.01, -0.02, -0.01], [0.00, 0.02, -0.05], [-0.05, -0.05, 0.02], [-0.13, -0.03, -0.03], [0.06, -0.01, 0.02], [-0.02, -0.03, -0.01], [0.02, 0.02, -0.04], [-0.10, -0.06, 0.06], [-0.03, 0.30, 0.11], [-0.19, -0.82, -0.41], [0.04, -0.32, 0.17], [0.01, -0.04, -0.01], [0.02, -0.01, 0.04], [-0.01, -0.04, -0.01]],
  "mulliken_charge": [3.735, -0.541, 0.344, -1.304, 0.866, -0.899, -0.777, -0.846, -0.021, 0.127, 0.770, 1.026, -0.019, -0.823, -0.622, -0.809, -0.671, 0.741, -1.314, -0.664, -0.795, -0.791, -0.176, 0.444, 0.299, 0.465, 0.406, 0.462, 0.515, 0.402, 0.458, 0.395, 0.459, 0.295, 0.362, 0.391, 0.403, 0.497, 0.556, -0.508, 1.152, -0.736, -0.876, -0.651, -0.810, -0.138, -0.207, 1.189, -0.773, -0.537, 0.145, -0.777, -0.558, -0.622, -0.713, 0.057, 0.534, 0.413, 0.418, 0.514, -2.031, 2.649, -1.596, -1.989, -0.237, 0.034, 2.717, -1.947, -1.883, -2.488, 2.837, -2.013, -1.606, -1.888, 0.568, 0.014, 0.428, 1.018, 0.029, -0.329, 0.488, 0.315, 0.325, 0.265, 0.511, 0.343, 0.308, 0.265, 0.627, 0.195, 0.784, 0.406, 0.301, 0.565, 0.302, 0.218, 0.150, 0.635, 0.277, 0.594, 0.188, -1.007, 0.622, -0.653, 0.128, 0.353, 0.348]
}

***

Record 2
{
  "formula": "C40H50KN7OSSi2",
  "method": "ωB97M-V/def2-TZVPD",
  "total_charge": -2,
  "fmax_ev_per_a": 2.9,
  "lumo_energy_ev": [3.3, 3.3],
  "homo_lumo_gap_ha": [0.139, 0.077],
  "homo_energy_ev": [-0.48, 1.19],
  "total_energy_ha": -3589.80101,
  "multiplicity": 1,
  "de_lowest_kj_mol": 115.5,
  "species": ["K", "C", "N", "C", "C", "N", "C", "C", "C", "C", "C", "C", "N", "C", "N", "C", "C", "C", "C", "C", "C", "N", "H", "H", "H", "H", "H", "H", "H", "H", "H", "H", "H", "H", "H", "H", "H", "C", "Si", "C", "C", "C", "C", "C", "C", "C", "Si", "C", "C", "H", "H", "H", "H", "H", "H", "H", "H", "H", "H", "H", "H", "H", "H", "H", "H", "N", "C", "C", "C", "C", "N", "H", "H", "H", "H", "H", "H", "H", "H", "H", "H", "H", "H", "C", "C", "O", "S", "C", "C", "C", "C", "C", "C", "C", "C", "H", "H", "H", "H", "H", "H", "H"],
  "coordinates": [[1.197581, 0.051812, -0.026666], [1.174681, 2.263312, -3.091966], [0.775381, 2.111212, -1.712266], [0.011181, 3.227612, -1.214866], [-0.575919, 2.947612, 0.128234], [-0.625419, 1.772212, 0.695134], [-1.434619, 1.911912, 1.792234], [-1.888919, 0.972612, 2.710634], [-2.768919, 1.405312, 3.682534], [-3.212419, 2.722912, 3.744034], [-2.789019, 3.672312, 2.828534], [-1.882719, 3.248712, 1.874434], [-1.323319, 3.887412, 0.796434], [2.046281, 1.139012, -3.519266], [3.037481, 0.616312, -2.830766], [3.616581, -0.311988, -3.642766], [4.706981, -1.165588, -3.419666], [5.092581, -1.995988, -4.463166], [4.442381, -2.003488, -5.688166], [3.347181, -1.165388, -5.929866], [2.953181, -0.340188, -4.891666], [1.967881, 0.605512, -4.792466], [1.708381, 3.226312, -3.271266], [0.269581, 2.271812, -3.714466], [1.605081, 1.974212, -1.141366], [-0.828919, 3.380412, -1.911466], [0.580881, 4.180712, -1.188666], [-1.596619, -0.057688, 2.631234], [-3.135719, 0.693912, 4.408734], [-3.912319, 3.010212, 4.515234], [-3.139519, 4.692312, 2.849934], [-1.303119, 4.887712, 0.684534], [5.215381, -1.165888, -2.468566], [5.935481, -2.663088, -4.326066], [4.776581, -2.671288, -6.474766], [2.831881, -1.172588, -6.880066], [1.231881, 0.774212, -5.454166], [-0.577119, -4.696788, 1.364734], [-0.913419, -2.784788, 1.222934], [0.041381, -2.127788, 2.762634], [-2.793519, -2.661188, 1.579934], [-3.433719, -3.331188, 2.612234], [-4.809219, -3.268888, 2.764334], [-5.556219, -2.514488, 1.876634], [-4.920319, -1.824888, 0.856234], [-3.545519, -1.892888, 0.689334], [-2.567219, -0.951888, -0.662966], [-3.427119, 0.781012, -0.692366], [-3.241419, -1.679288, -2.333666], [-0.745919, -5.089388, 2.369034], [0.456181, -4.902188, 1.100134], [-1.216819, -5.247588, 0.678434], [-0.570819, -2.115888, 3.666034], [0.403281, -1.120988, 2.587134], [0.912181, -2.749388, 2.957634], [-2.854219, -3.919588, 3.316334], [-5.300619, -3.810588, 3.568934], [-6.635319, -2.462788, 1.989034], [-5.519919, -1.227088, 0.178434], [-4.396219, 0.788612, -1.195266], [-2.799119, 1.515312, -1.190266], [-3.575219, 1.119312, 0.329834], [-4.331519, -1.723288, -2.368766], [-2.869619, -2.687788, -2.481766], [-2.911319, -1.078488, -3.179466], [0.257881, -1.925888, -3.489066], [-0.020219, -3.355088, -3.488866], [0.708881, -4.066888, -2.351466], [2.224981, -3.970388, -2.487266], [2.941981, -4.404988, -1.211966], [2.706481, -3.462488, -0.137666], [0.141781, -1.570188, -2.543466], [-0.425919, -1.446088, -4.064866], [0.310781, -3.759388, -4.456066], [-1.096919, -3.573088, -3.393666], [0.404181, -5.119088, -2.339266], [0.414281, -3.619188, -1.399466], [2.492881, -2.937088, -2.716866], [2.561681, -4.598088, -3.317466], [4.013681, -4.534688, -1.447566], [2.554781, -5.381488, -0.891266], [2.905781, -2.516888, -0.451266], [3.322681, -3.652688, 0.642034], [-1.056519, 5.371212, 5.081134], [-0.537719, 6.150912, 3.907234], [-1.187519, 6.505512, 2.922834], [1.231181, 6.506212, 4.063234], [1.810281, 4.937612, 3.403534], [2.127281, 3.879512, 4.246934], [2.493681, 2.665212, 3.710834], [2.580281, 2.471112, 2.320834], [2.266681, 3.566112, 1.496534], [1.870681, 4.771012, 2.026434], [2.971481, 1.232012, 1.772934], [3.354381, 0.147712, 1.338734], [-2.139519, 5.466912, 5.153534], [-0.586519, 5.724612, 5.999034], [-0.812719, 4.312812, 4.952834], [2.088881, 4.018312, 5.321434], [2.727181, 1.834912, 4.366834], [2.365781, 3.459712, 0.423334], [1.604481, 5.602712, 1.384334]],
  "atomic_forces_ev_per_a": [[-0.70, -1.45, -0.16], [-0.16, 0.45, 0.05], [0.35, -0.08, 0.03], [-0.14, 0.51, -0.12], [-0.65, -0.03, 0.47], [0.32, 0.24, -0.65], [-0.41, 0.79, 0.48], [0.00, 0.17, -0.09], [0.07, -0.41, 0.08], [-0.03, 0.40, -0.22], [-0.17, -0.02, 0.20], [-0.02, -0.58, 0.13], [0.31, -0.19, -0.39], [0.95, -0.69, -0.45], [-1.16, 0.98, 0.46], [0.37, -0.77, -0.79], [-0.41, 0.22, -0.34], [0.36, -0.01, 0.57], [-0.84, 0.42, -0.57], [0.50, -0.49, 0.08], [0.42, -0.16, 0.17], [-0.16, 0.42, 0.54], [-0.14, -0.33, -0.06], [0.11, 0.04, 0.05], [0.14, 0.44, -0.24], [0.12, 0.04, 0.14], [-0.10, -0.22, 0.00], [0.09, -0.25, 0.04], [-0.05, -0.09, 0.04], [-0.06, 0.04, 0.08], [0.10, 0.13, 0.09], [0.09, 0.14, 0.11], [0.04, 0.02, 0.12], [-0.02, 0.01, 0.07], [0.00, 0.04, 0.06], [-0.03, -0.02, -0.06], [-0.01, -0.01, 0.04], [-0.13, 0.43, -0.19], [0.03, -0.39, 0.07], [-0.25, -0.03, -0.35], [0.57, 0.00, -0.05], [-0.08, -0.24, 0.31], [-0.03, -0.18, 0.21], [-0.28, 0.08, -0.03], [-0.43, 0.05, -0.02], [0.25, 0.21, -0.32], [-0.09, 0.03, -0.24], [0.14, -0.22, 0.08], [0.19, -0.04, 0.34], [-0.09, 0.04, 0.20], [0.24, 0.00, -0.08], [-0.12, -0.11, -0.13], [-0.14, 0.01, 0.07], [0.17, 0.28, 0.18], [0.14, -0.10, -0.08], [0.05, -0.05, 0.03], [0.04, 0.05, -0.03], [0.02, 0.03, -0.03], [-0.03, 0.07, -0.07], [-0.17, -0.16, -0.07], [0.15, 0.16, -0.10], [-0.03, 0.14, 0.17], [-0.18, 0.06, 0.11], [0.06, -0.27, -0.07], [0.10, 0.16, -0.14], [0.18, 0.27, 0.00], [-0.28, -0.46, 0.04], [0.15, 0.21, -0.38], [-0.17, -0.23, 0.33], [0.20, -0.17, -0.35], [-0.05, 0.18, 0.00], [-0.26, 0.05, 0.01], [0.00, 0.01, 0.15], [-0.02, -0.05, 0.07], [0.17, 0.04, -0.05], [-0.02, 0.05, 0.08], [-0.16, -0.02, 0.07], [0.13, 0.01, -0.08], [0.05, 0.07, -0.10], [-0.08, -0.04, 0.04], [0.08, -0.01, -0.09], [0.16, 0.00, 0.23], [-0.09, 0.20, 0.10], [0.10, 0.03, -0.27], [1.75, 0.24, 2.29], [-1.60, 0.39, -2.37], [-0.24, -0.26, -0.17], [-0.04, 0.85, 0.34], [0.00, 0.07, -0.08], [0.07, -0.38, -0.22], [-0.26, 0.86, 0.38], [0.09, -0.38, 0.08], [0.00, 0.08, -0.03], [0.51, -0.40, 0.02], [0.62, -0.46, -0.01], [-0.18, -0.01, 0.02], [-0.03, -0.10, 0.14], [-0.10, -0.34, 0.23], [-0.04, 0.04, -0.02], [0.03, -0.05, -0.07], [0.04, -0.08, -0.11], [0.06, 0.05, 0.02]],
  "mulliken_charge": [0.459, -1.019, 0.480, -1.793, -0.697, 1.584, -0.483, 0.172, -0.829, -0.448, -1.189, 0.177, 0.245, 0.517, -0.584, 0.353, -0.517, -0.520, -0.424, -1.038, 0.531, -0.018, 0.292, 0.219, 0.207, 0.458, 0.437, 0.116, 0.454, 0.381, 0.492, 0.427, 0.527, 0.375, 0.363, 0.386, 0.257, -1.511, 1.027, -0.949, 0.110, -0.526, -0.705, -0.624, -0.384, 0.052, 0.797, -1.139, -1.350, 0.440, 0.259, 0.300, 0.372, 0.055, 0.340, 0.283, 0.353, 0.362, 0.290, 0.533, 0.121, 0.276, 0.506, 0.160, 0.262, 0.039, -0.841, -0.091, 0.232, -0.921, -0.138, -0.280, 0.261, 0.428, 0.209, 0.422, -0.267, -0.445, 0.361, 0.403, 0.388, -0.111, 0.230, -1.105, 0.535, -0.765, -0.346, -0.083, -0.422, -0.655, 0.894, -0.099, -0.459, -0.013, -2.005, 0.345, 0.411, 0.129, 0.373, 0.415, 0.488, 0.427]
}